Formula: C17H24F6N3O8PRuS5
Source: the Open Molecules 2025 dataset
Level of theory: wB97M-V/def2-TZVPD

CARTESIAN COORDINATES (ANGSTROEM)
1 Ru -0.08415 0.27948 0.77012
2 S -4.04314 0.88520 0.96007
3 S -1.65820 0.97753 2.46244
4 S 1.27653 -1.66318 -1.08888
5 S 2.72603 -0.56101 0.98186
6 S -2.87833 -2.53493 -1.57078
7 P 0.12829 2.39137 -0.31800
8 F 3.46213 0.04647 3.38183
9 F 3.56576 -2.97740 -1.23266
10 F 2.63410 -1.95760 3.21765
11 F 3.58179 -1.01598 -2.17114
12 F 1.32725 -0.23706 3.18808
13 F 2.53906 -2.66117 -3.10430
14 O -2.77347 3.12894 1.54483
15 O -1.18272 3.14059 -0.82238
16 O 4.04324 -0.99906 0.67633
17 O 1.17958 2.95793 -1.33244
18 O 2.35243 0.82809 0.70381
19 O 0.38501 -2.73534 -1.37074
20 O 0.92732 -0.34065 -1.59058
21 O 0.40345 3.06648 1.09022
22 N 1.57091 -1.57192 0.49840
23 N -1.61255 -0.98512 0.04594
24 N -2.11248 0.00309 -2.01416
25 C -1.48524 -3.76644 2.50133
26 C 1.43733 4.71899 2.48711
27 C -2.16838 -4.73078 1.76398
28 C -2.11739 -1.03473 -1.16322
29 C -1.37948 3.75243 -2.12542
30 C -3.80437 3.88377 0.87726
31 C 2.87152 -2.11593 -1.94510
32 C 2.53527 -0.70644 2.82051
33 C 0.49396 4.49547 1.33118
34 C -2.43746 -3.17349 -0.00883
35 C -0.95921 5.20325 -2.11979
36 C 3.48405 3.35126 -0.61105
37 C -1.75870 -2.20386 0.72075
38 C -2.86836 1.83179 1.56810
39 C -2.65851 -4.44263 0.50152
40 C 2.57998 2.59692 -1.55686
41 C -1.28295 -2.49614 1.99227
42 H 3.27188 4.42082 -0.65218
43 H 4.52249 3.19140 -0.90202
44 H -4.70843 3.87805 1.48311
45 H 3.35153 2.99545 0.40880
46 H 1.15863 4.07448 3.32121
47 H -3.41298 4.89076 0.78530
48 H -1.46024 0.74686 -1.83416
49 H -0.76605 -1.74121 2.57409
50 H -1.10854 -4.01934 3.48352
51 H -2.44247 -0.12488 -2.95418
52 H -4.01519 3.45978 -0.10194
53 H 0.84103 4.99105 0.42345
54 H 2.69872 1.52344 -1.46136
55 H -2.31720 -5.71708 2.18225
56 H -1.24460 5.66701 -3.06495
57 H -3.19385 -5.18554 -0.07514
58 H -0.51190 4.84022 1.56662
59 H 2.76731 2.87655 -2.58982
60 H 0.12029 5.29427 -2.00200
61 H -1.45209 5.73849 -1.30671
62 H 2.46556 4.49851 2.20107
63 H 1.37957 5.75670 2.81800
64 H -0.83662 3.18941 -2.88404
65 H -2.44686 3.66183 -2.31646

Calculated values
Charge: +1
Relative energy (zero: lowest compared OMol25 entry of this formula, charge and spin) in kcal per mole: 26.5
Total energy in hartree: -4454.55195
2S+1: 2
⟨S²⟩: 0.766

Formula: C9H23NO3
Source: the Open Molecules 2025 dataset
Level of theory: wB97M-V/def2-TZVPD

CARTESIAN COORDINATES (ANGSTROEM)
1 O 0.41845 -1.04543 -1.46270
2 O 3.37445 -1.95148 1.41541
3 O 1.21811 -2.41467 -0.25162
4 N -0.06010 -0.30859 -0.42756
5 C -2.11325 -1.67619 -0.36925
6 C -2.14860 0.43182 -1.70584
7 C 2.04039 0.21436 0.39324
8 C 0.70659 0.83436 0.02075
9 C 0.92447 1.98637 -1.04366
10 C -1.35961 1.78564 1.14835
11 C -2.02144 0.47497 0.91101
12 C 0.13520 1.47769 1.29245
13 C -1.56828 -0.18670 -0.41580
14 H -1.70567 -2.28513 0.43770
15 H -3.18207 0.13117 -1.87799
16 H 1.76665 -3.15275 0.01401
17 H 0.43916 -1.96366 -1.18337
18 H -3.19975 -1.62245 -0.30057
19 H 1.50581 -1.68985 0.30343
20 H 1.98261 -0.43214 1.26891
21 H -1.67014 0.19398 -2.65590
22 H -1.86632 -0.16428 1.78016
23 H 3.47962 -2.17972 0.49178
24 H -1.79586 2.24546 2.03512
25 H 1.40630 2.86808 -0.62112
26 H 0.02237 2.44948 -1.44347
27 H -2.09852 1.51603 -1.60545
28 H 2.57177 -0.29407 -0.41127
29 H -1.80840 -2.15864 -1.29790
30 H 0.72113 2.38778 1.42092
31 H 0.22558 0.93120 2.23122
32 H 2.68154 1.03915 0.70429
33 H -1.52881 2.52129 0.36204
34 H 1.51152 1.62332 -1.88726
35 H -3.01865 0.91181 0.85783
36 H 4.01369 -2.49836 1.87205

Calculated values
Relative energy (zero: lowest compared OMol25 entry of this formula, charge and spin) in kcal per mole: 64.3
Total energy in hartree: -637.04439
2S+1: 1

Formula: C4H10NO3
Source: the Open Molecules 2025 dataset
Level of theory: wB97M-V/def2-TZVPD

CARTESIAN COORDINATES (ANGSTROEM)
1 O 0.94670 1.36242 -1.67124
2 O -1.38672 -0.81024 -2.83752
3 O 0.65809 -1.76333 1.95215
4 N -1.61608 -0.03280 1.50786
5 C 1.36137 1.63917 -0.57345
6 C 0.47836 -1.37361 0.85349
7 C 0.70633 1.17762 0.76096
8 C -0.34935 -0.07878 0.57308
9 H 2.22061 2.36803 -0.39617
10 H -2.22982 -0.87009 1.65425
11 H -1.11598 -0.05348 -3.44020
12 H -1.24663 -1.56768 -3.40466
13 H -2.21466 0.61977 1.14745
14 H -1.28230 0.28059 2.39537
15 H -0.61029 -0.13490 -0.50284
16 H 1.50074 0.83202 1.48875
17 H 0.34145 2.13051 1.24287
18 H 1.02455 -1.87243 0.02861

Calculated values
Charge: +1
Relative energy (zero: lowest compared OMol25 entry of this formula, charge and spin) in kcal per mole: 53.6
Total energy in hartree: -438.57694
2S+1: 1

Formula: C2H2FOP
Source: the Open Molecules 2025 dataset
Level of theory: wB97M-V/def2-TZVPD

CARTESIAN COORDINATES (ANGSTROEM)
1 P 2.02402 -0.53296 0.64072
2 F 2.75969 -0.86530 -0.82518
3 O 1.51028 2.23715 -0.22762
4 C 0.28189 0.17225 0.17387
5 C 1.35492 1.14318 0.19476
6 H -0.44060 0.15273 1.09466
7 H -0.01813 0.00222 -0.83386

Calculated values
SMILES string: O=C1CP1F
Relative energy (zero: lowest compared OMol25 entry of this formula, charge and spin) in kcal per mole: 13.6
Total energy in hartree: -593.81735
2S+1: 1